(1)
C3H7NO2 | ωB97M-V/def2-TZVPD

Summary:
SMILES: CCOC(N)=O
HOMO-LUMO gap, eV: 11.3
Highest occupied orbital energy, eV: -10.37
E_tot, hartree: -323.7704
Energy relative to the best compared isomer or geometry (same formula, charge and spin), eV: 0.288

Atoms and positions in Å:
C (1.55499, -0.74466, 0.45450)
C (1.08997, 0.65009, 0.04240)
O (-0.31334, 0.88451, 0.34090)
C (-1.12272, 0.14315, -0.43987)
N (-2.46146, 0.32530, -0.23551)
O (-0.71092, -0.62321, -1.28794)
H (1.49604, -1.44994, -0.37635)
H (0.91073, -1.11503, 1.25483)
H (2.57956, -0.72114, 0.83748)
H (1.62491, 1.42784, 0.59228)
H (1.23618, 0.80396, -1.02921)
H (-2.87676, 0.80032, 0.54943)
H (-3.00720, -0.38118, -0.70295)



(2)
C13H16Cl2N2O4 | ωB97M-V/def2-TZVPD

Summary:
SMILES: O=C(O)Cc1ccc(Cl)c(Cl)c1.CNC(=O)CNC(C)=O
HOMO-LUMO gap, eV: 9.8
Highest occupied orbital energy, eV: -9.23
E_tot, hartree: -1835.8986

Atoms and positions in Å:
O (-5.99225, -2.52539, -1.57295)
C (-5.60423, -2.67534, -0.42779)
O (-6.03758, -1.92221, 0.60746)
C (-4.59085, -3.77892, -0.14745)
C (-3.26470, -3.19524, 0.27621)
C (-2.81961, -3.30082, 1.60166)
C (-1.59606, -2.73724, 1.98012)
C (-0.80665, -2.06187, 1.04433)
Cl (0.71361, -1.35866, 1.54272)
C (-1.24511, -1.95253, -0.28154)
Cl (-0.28490, -1.10868, -1.47190)
C (-2.46712, -2.51858, -0.65771)
H (-6.64785, -1.28038, 0.21358)
H (-4.99212, -4.42940, 0.63330)
H (-4.45546, -4.38675, -1.04673)
H (-3.42508, -3.81234, 2.34496)
H (-1.25301, -2.81400, 3.00747)
H (-2.79664, -2.41933, -1.68849)
C (2.36614, 3.67717, 2.36459)
N (2.33269, 2.81145, 1.18947)
C (1.53426, 2.99369, 0.13285)
O (0.74626, 3.93049, 0.04619)
C (1.67603, 2.00270, -1.02396)
N (2.93517, 2.16204, -1.76220)
C (4.12470, 1.76549, -1.30983)
C (5.30976, 2.00788, -2.21451)
O (4.28313, 1.23457, -0.21733)
H (3.16091, 3.35922, 3.04040)
H (1.40731, 3.63186, 2.88366)
H (2.54876, 4.70761, 2.05478)
H (3.00883, 2.05662, 1.12321)
H (0.83628, 2.14824, -1.70334)
H (1.61864, 0.99228, -0.61815)
H (2.89529, 2.60646, -2.66466)
H (5.19117, 1.42417, -3.12536)
H (5.37270, 3.06732, -2.45530)
H (6.21758, 1.69842, -1.69775)



(3)
C6H7N5O | ωB97M-V/def2-TZVPD

Summary:
HOMO-LUMO gap, eV: 8.2
Highest occupied orbital energy, eV: -8.36
E_tot, hartree: -581.6870
Energy relative to the best compared isomer or geometry (same formula, charge and spin), eV: 4.658

Atoms and positions in Å:
C (3.12890, -1.74086, -0.49572)
C (4.08433, -0.79079, -0.41959)
C (1.69853, -1.63072, -0.51576)
C (-2.24933, 0.85981, -0.81839)
C (-1.02858, 0.35562, -0.17499)
C (-3.11189, 1.69645, 0.09730)
N (1.04851, -0.54145, -0.63938)
N (5.08350, 2.47336, -0.07464)
N (4.59338, 1.46862, -0.20433)
N (3.85836, 0.54096, -0.30701)
N (-0.13155, -0.22110, -0.87497)
O (-2.52976, 0.64642, -1.97605)
H (3.48663, -2.75961, -0.53114)
H (5.12456, -1.10847, -0.43343)
H (1.16217, -2.57543, -0.41251)
H (-0.92482, 0.48459, 0.90328)
H (-4.12778, 1.74458, -0.28470)
H (-2.70399, 2.70664, 0.11926)
H (-3.10904, 1.30418, 1.11017)



(4)
C27H21N5O4S4Yb | ωB97M-V/def2-TZVPD

Summary:
HOMO-LUMO gap (spin up / spin down), eV: 4.1 / 3.7
Charge: +1
Highest occupied orbital energy (spin up / spin down), eV: -8.98 / -8.98
Multiplicity: 2
E_tot, hartree: -4367.2804
Energy relative to the best compared isomer or geometry (same formula, charge and spin), eV: 0.269

Atoms and positions in Å:
Yb (1.91751, -15.47752, -17.28203)
C (-1.55058, -16.46603, -15.87085)
C (-0.58812, -17.57722, -16.11749)
N (0.53360, -17.38702, -16.76962)
C (1.42371, -18.47066, -16.65506)
C (0.75977, -19.62398, -16.21755)
S (-0.82413, -19.29516, -15.59482)
C (2.80810, -18.44033, -17.05771)
C (3.68683, -19.49667, -17.02537)
S (5.26621, -19.08912, -17.47325)
C (4.74584, -17.37752, -17.52568)
N (3.43391, -17.21407, -17.39239)
C (5.63178, -16.16959, -17.90672)
H (-2.58085, -16.79358, -15.95869)
H (-1.41753, -15.69400, -16.61607)
H (-1.48454, -15.95188, -14.89773)
H (1.26513, -20.55376, -16.03673)
H (3.45976, -20.46978, -16.57603)
H (6.56165, -16.53894, -18.37289)
H (6.00416, -15.51554, -17.08730)
H (5.04692, -15.50485, -18.53661)
C (-0.73583, -18.66713, -26.06507)
C (-0.09784, -18.10746, -24.79831)
O (-0.55728, -17.18926, -24.12920)
S (1.53039, -18.72371, -24.52188)
C (1.90030, -17.57176, -23.28559)
C (1.76289, -18.08680, -22.00554)
C (1.88251, -17.19012, -20.94012)
C (2.05458, -15.84373, -21.17240)
C (2.20667, -15.31781, -22.48697)
C (2.14282, -16.20742, -23.55275)
C (1.89490, -14.93243, -20.11602)
C (1.60594, -14.20065, -19.13703)
H (-0.95258, -17.97360, -26.88156)
H (-1.71898, -19.07438, -25.75519)
H (-0.11664, -19.49215, -26.38139)
H (1.77676, -19.13581, -21.95198)
H (1.82323, -17.50045, -19.87359)
H (2.47092, -14.26999, -22.57280)
H (2.44363, -15.90875, -24.58214)
O (-1.71627, -11.64637, -10.13898)
S (-0.58629, -11.57274, -9.22066)
O (-0.57699, -12.52733, -8.04707)
O (-0.11444, -10.16625, -8.98814)
C (1.04644, -12.08239, -9.84765)
N (1.87668, -12.36913, -8.84630)
C (3.02794, -12.84035, -9.23396)
C (3.39985, -13.14779, -10.53578)
C (2.38947, -12.89452, -11.46579)
N (1.27681, -12.23625, -11.14836)
C (2.39814, -13.32077, -12.89922)
C (1.46460, -12.70222, -13.79729)
C (1.42601, -13.14138, -15.10459)
N (2.32277, -14.04433, -15.62517)
C (3.21513, -14.56256, -14.81854)
C (3.22717, -14.33341, -13.45371)
H (3.76366, -12.91308, -8.41678)
H (4.40066, -13.55411, -10.77140)
H (0.77149, -11.93516, -13.43047)
H (0.83828, -12.59751, -15.85920)
H (4.05237, -15.19121, -15.22184)
H (3.87650, -14.93683, -12.82521)



(5)
C13H19Br3O3S | ωB97M-V/def2-TZVPD

Summary:
HOMO-LUMO gap, eV: 9.2
Highest occupied orbital energy, eV: -9.18
E_tot, hartree: -8852.6794

Atoms and positions in Å:
C (0.37199, -1.53218, 1.34250)
C (1.38079, -1.34358, 0.20695)
C (1.39090, 0.10578, -0.28651)
C (1.88207, 0.27441, -1.72360)
O (2.23881, 0.86587, 0.61613)
S (1.71734, 2.29298, 1.13961)
O (1.31323, 3.08465, -0.00759)
O (0.34884, 1.75011, 1.85379)
C (-0.86581, 2.51106, 1.67969)
C (-1.76936, 1.90423, 0.63569)
C (-1.67670, 2.24714, -0.71040)
C (-2.54263, 1.67601, -1.63185)
C (-3.50641, 0.76498, -1.22142)
C (-3.60258, 0.39789, 0.11981)
C (-4.63268, -0.60761, 0.56938)
C (-2.73364, 0.98238, 1.03478)
H (-0.63190, -1.22776, 1.03849)
H (0.32997, -2.57208, 1.66892)
H (0.65429, -0.92284, 2.20238)
H (2.36891, -1.57010, 0.61364)
H (1.12951, -2.00162, -0.62386)
H (0.35989, 0.45845, -0.25290)
H (1.38808, 1.14359, -2.16382)
H (1.58981, -0.58723, -2.32192)
H (2.95393, 0.45811, -1.77116)
H (-1.37248, 2.46501, 2.64376)
H (-0.65997, 3.55538, 1.44897)
H (-0.93415, 2.96099, -1.04300)
H (-2.46502, 1.95116, -2.67653)
H (-4.18449, 0.34112, -1.95255)
H (-4.79638, -0.54055, 1.64499)
H (-4.29313, -1.62389, 0.35914)
H (-5.58418, -0.43205, 0.06938)
H (-2.81400, 0.71877, 2.08486)
C (5.61204, -3.55391, -1.00916)
Br (6.66331, -4.29825, 0.41782)
Br (4.40801, -4.85612, -1.75484)
Br (4.66827, -1.97614, -0.44615)
H (6.29555, -3.26417, -1.79339)